Run one
DFT (ωB97M-V/def2-TZVPD) results for a cluster of 2 separate species, C4H9NO2S in total.

XYZ file:
```
17
Properties=species:S:1:pos:R:3:lowdin_charge:R:1
C -1.900 2.644 0.295 -0.062
C -1.074 1.673 0.044 -0.286
C -0.732 -1.777 -0.466 -0.188
C 2.474 -0.362 -1.012 -0.098
N 2.575 -0.483 0.266 -0.052
O 0.134 -0.285 1.460 -0.506
O -1.661 -0.754 -0.250 -0.404
S -1.231 0.163 1.118 0.995
H -2.665 2.517 1.087 0.060
H -1.814 3.693 -0.075 0.081
H 0.295 -1.465 -0.445 0.021
H -0.932 -2.050 -1.522 0.108
H -0.788 -2.669 0.161 0.090
H -0.391 1.754 -0.743 0.067
H 2.401 -1.324 -1.503 -0.021
H 2.446 0.218 0.895 0.023
H 2.863 -1.493 0.689 0.172
```

- Lowest unoccupied orbital energy: 0.8 eV

Run two
DFT (ωB97M-V/def2-TZVPD) results for a cluster of 2 separate species, C4H9NO2S in total.

XYZ file:
```
17
Properties=species:S:1:pos:R:3:lowdin_charge:R:1
C -0.001 0.683 -2.077 -0.093
C -0.282 0.100 -0.763 -0.293
C -1.084 -1.167 -0.785 -0.042
C 0.035 0.919 0.262 -0.009
N -0.260 0.861 1.635 -0.393
O -0.801 -0.104 2.191 -0.009
O -0.039 1.882 2.236 0.078
H 0.996 1.169 -2.203 0.101
H -0.746 1.388 -2.427 0.090
H -0.008 -0.020 -2.975 0.106
H -1.240 -1.620 0.286 0.114
H -2.054 -0.959 -1.338 0.115
H -0.608 -1.892 -1.431 0.071
H 0.364 1.985 -0.020 0.166
S 1.110 -0.187 4.826 0.429
H 0.264 -0.306 3.651 -0.176
H 1.077 -1.507 4.955 -0.255
```

- SMILES string: CC(C)=C[N+](=O)[O-].S
- Lowest unoccupied orbital energy: -0.8 eV

Run three
DFT (ωB97M-V/def2-TZVPD) results for a cluster of 2 separate species, C4H9NO2S in total.

XYZ file:
```
17
Properties=species:S:1:pos:R:3:lowdin_charge:R:1
C -0.206 0.169 0.516 -0.250
C 1.647 -1.357 0.137 0.116
C -1.480 1.324 2.111 -0.126
C -0.339 0.513 -2.276 -0.130
N -0.291 0.628 1.639 -0.029
O -1.444 -1.526 -0.952 -0.321
O -2.481 0.703 -0.640 -0.323
S -1.298 -0.106 -0.852 0.590
H 1.547 -1.418 1.173 -0.023
H 2.366 -0.520 -0.115 0.034
H 1.109 -1.840 -0.587 -0.046
H -2.186 0.510 2.469 0.108
H -1.657 2.121 1.363 0.081
H -1.237 1.864 3.163 0.110
H 0.517 -0.139 -2.670 0.103
H -1.076 0.799 -3.002 0.052
H -0.048 1.450 -1.800 0.056
```

- Lowest unoccupied orbital energy (alpha / beta): -0.1 / 0.1 eV

Run four
DFT (ωB97M-V/def2-TZVPD) results for an isolated molecule of C4H9NO2S.

XYZ file:
```
17
Properties=species:S:1:pos:R:3:lowdin_charge:R:1
O 1.171 0.395 -1.909 0.067
C 0.171 -0.045 -1.412 -0.222
C -0.095 0.031 0.072 -0.397
C 0.372 1.357 0.659 -0.500
S -1.025 2.526 0.875 0.712
N 0.601 -1.079 0.724 -0.010
C -0.029 -2.353 0.663 -0.275
O -0.074 -2.904 -0.660 -0.052
H -0.589 -0.632 -1.947 0.124
H -1.159 -0.129 0.247 0.121
H 0.772 1.258 1.668 0.065
H 1.199 1.746 0.070 0.077
H -0.840 3.272 -0.215 -0.157
H 1.597 -1.108 0.551 0.132
H 0.427 -3.028 1.369 0.119
H -1.068 -2.204 0.934 0.119
H 0.555 -3.615 -0.774 0.078
```

- SMILES string: O=C[C@H](CS)NCO
- Lowest unoccupied orbital energy: 0.7 eV

Stability summary: most stable run four, least stable run three.